[1]
C2HFO | ωB97M-V/def2-TZVPD

ΔE to the lowest compared entry with this formula, charge and spin (kcal per mole): 24.5
E_HOMO (spin up / spin down) (eV): -6.02 / -13.33
Electronic energy (a.u.): -251.7049
Spin multiplicity: 3

CARTESIAN COORDINATES (ANGSTROEM)
C: -0.0915 -0.5741 -0.0862
C: 0.0083 0.6901 -0.2608
O: 0.1042 1.8283 -0.2413
F: 0.8134 -0.5961 0.8945
H: -0.8343 -1.3481 -0.3062

***

[2]
C5H6BrNO2S | ωB97M-V/def2-TZVPD

ΔE to the lowest compared entry with this formula, charge and spin (kcal per mole): 116.9
E_HOMO (spin up / spin down) (eV): -7.88 / -9.56
Electronic energy (a.u.): -3371.2652
Spin multiplicity: 3

CARTESIAN COORDINATES (ANGSTROEM)
C: -0.0220 0.0394 -0.6058
C: 1.0760 0.6301 -0.2549
C: 1.3422 1.6140 0.8647
C: -0.5912 0.2904 2.3028
C: -0.7119 -0.5872 -1.5946
N: 2.2579 0.3511 -1.0628
O: 2.0469 -0.0332 -2.1878
O: 3.3264 0.5197 -0.5223
S: 1.1107 0.6306 2.4731
Br: -1.8982 1.6843 2.0779
H: 2.4026 1.7635 0.8370
H: 0.5679 2.3436 1.1205
H: -0.9110 -0.5690 2.8703
H: -1.3423 0.1021 -1.9653
H: -1.2273 -1.5861 -1.3018
H: -0.0873 -1.0896 -2.2773

***

[3]
C10H17CdN5O3PS | ωB97M-V/def2-TZVPD

E_HOMO (eV): -10.59
Electronic energy (a.u.): -1797.8985
Net charge: +1

CARTESIAN COORDINATES (ANGSTROEM)
Cd: 0.0627 0.1162 -0.2659
N: 3.7652 0.1713 2.0811
C: 2.5181 0.2076 1.5487
S: 2.5247 0.4449 -0.2319
N: 1.5084 0.1617 2.3416
N: 0.2452 0.2215 1.8245
C: -0.7038 0.5726 2.6173
C: -2.0860 0.7514 2.2521
C: -2.9485 1.1080 3.3117
C: -4.2834 1.3677 3.1335
C: -4.8211 1.2714 1.8483
C: -4.0190 0.9366 0.7846
C: -2.6372 0.6479 0.9306
O: -1.9854 0.3633 -0.1674
H: 4.5300 -0.0657 1.4731
H: 3.8420 -0.1033 3.0486
H: -0.4354 0.7878 3.6526
H: -2.5216 1.1695 4.3047
H: -4.9123 1.6243 3.9734
H: -5.8777 1.4427 1.6891
H: -4.4300 0.8246 -0.2120
N: -2.5750 3.5392 -0.2500
C: -1.6109 4.3690 0.5335
P: -0.0362 3.8818 -0.3746
O: -0.1047 4.4617 -1.7294
O: -0.0527 2.3887 -0.2068
C: 1.5057 4.4656 0.5057
N: 2.5753 3.7919 -0.2664
H: -3.5577 3.6945 -0.0244
H: -2.3410 2.5368 -0.1200
H: -2.4004 3.7368 -1.2465
H: -1.6342 4.0802 1.5814
H: -1.8515 5.4234 0.4196
H: 1.5289 4.1458 1.5450
H: 1.6254 5.5451 0.4410
H: 2.5281 2.6933 -0.1985
H: 3.5115 4.0842 0.0108
H: 2.4421 4.0025 -1.2620

***

[4]
C27H72CoF2NO13S2 | ωB97M-V/def2-TZVPD

ΔE to the lowest compared entry with this formula, charge and spin (kcal per mole): 0.0
E_HOMO (spin up / spin down) (eV): -11.28 / -11.28
Electronic energy (a.u.): -4483.3784
Net charge: +1
Spin multiplicity: 4

CARTESIAN COORDINATES (ANGSTROEM)
Co: 1.0069 -0.6134 -2.7638
N: 0.5284 -0.4858 -0.8584
S: 1.0717 -1.0639 0.5480
O: 0.3438 -2.2119 0.9455
O: 1.6046 -0.1838 1.5093
F: 2.4045 -1.7657 -0.0323
S: -0.7017 0.4630 -0.1980
O: -0.2976 1.6206 0.4928
O: -1.7879 -0.2716 0.3202
F: -1.2146 1.0300 -1.5796
C: -4.0851 2.4183 -3.4760
C: -5.2845 1.7438 -4.0640
C: -6.1511 2.7002 -4.8669
O: -4.7826 0.7191 -4.9659
H: -4.3690 3.2333 -2.8111
H: -3.4962 2.9391 -4.2392
H: -3.4358 1.6820 -3.0008
H: -5.8419 1.2064 -3.2912
H: -5.5143 3.2982 -5.5187
H: -6.7734 3.3371 -4.2365
H: -6.8628 2.1704 -5.5059
H: -5.5417 0.2626 -5.3432
C: -4.2348 1.6724 1.4723
C: -4.8871 1.6368 0.1122
C: -6.1269 0.7737 0.1121
O: -5.2255 2.9705 -0.3044
H: -4.9235 2.0894 2.2154
H: -3.3818 2.3538 1.5365
H: -3.9997 0.6643 1.8127
H: -4.1918 1.2428 -0.6458
H: -5.8132 -0.2492 0.3331
H: -6.6319 0.8054 -0.8531
H: -6.8356 1.0670 0.8870
H: -4.4210 3.4849 -0.1843
C: 3.6532 -2.1673 3.2603
C: 3.8011 -1.4063 4.5501
C: 2.7533 -0.3114 4.7044
O: 3.5758 -2.3506 5.6214
H: 2.6184 -2.4508 3.0570
H: 4.2769 -3.0524 3.1671
H: 3.9475 -1.4711 2.4649
H: 4.7945 -0.9594 4.6537
H: 1.7671 -0.7752 4.6532
H: 2.7650 0.3610 3.8378
H: 2.9190 0.2782 5.6023
H: 4.1508 -2.1150 6.3540
C: -3.1307 -1.4524 -2.6031
C: -1.7572 -2.0514 -2.8134
C: -1.8239 -3.2627 -3.7293
O: -0.8746 -1.0447 -3.4316
H: -3.1179 -0.5103 -2.0627
H: -3.6799 -2.1527 -1.9696
H: -3.6597 -1.3820 -3.5551
H: -1.3589 -2.3615 -1.8472
H: -2.4311 -4.0390 -3.2638
H: -0.8288 -3.7147 -3.7826
H: -2.2060 -3.0113 -4.7168
H: -1.3037 -0.7074 -4.2275
C: 5.1634 -0.6564 -3.4506
C: 4.3275 -0.9609 -2.2181
C: 5.0643 -0.6189 -0.9438
O: 3.0898 -0.1455 -2.2586
H: 5.2370 0.4107 -3.6520
H: 4.7476 -1.1498 -4.3331
H: 6.1415 -1.1150 -3.3085
H: 3.9792 -1.9910 -2.2337
H: 5.9628 -1.2339 -0.8716
H: 4.4673 -0.9017 -0.0795
H: 5.3591 0.4310 -0.9039
H: 3.3286 0.7478 -1.9913
C: 3.4375 -5.7130 0.3170
C: 4.4657 -4.5920 0.2461
C: 5.6038 -4.7540 1.2251
O: 5.1047 -4.5378 -1.0536
H: 2.8067 -5.6623 -0.5848
H: 2.6836 -5.5453 1.0854
H: 3.9322 -6.6818 0.2966
H: 3.9223 -3.6468 0.3551
H: 6.2589 -3.8835 1.1950
H: 6.2095 -5.6213 0.9565
H: 5.2467 -4.9233 2.2405
H: 4.4074 -4.4569 -1.7103
C: -2.9071 0.7036 5.1807
C: -1.8683 -0.3902 5.0147
C: -1.1336 -0.2840 3.6962
O: -0.9873 -0.2856 6.1352
H: -2.5125 1.7068 5.0071
H: -3.2565 0.6968 6.2156
H: -3.7611 0.5068 4.5326
H: -2.4236 -1.3335 5.0941
H: -1.7997 0.0566 2.9010
H: -0.6174 -1.2078 3.4311
H: -0.3926 0.5181 3.7253
H: -0.3365 -0.9942 6.1302
C: -0.5393 2.7505 -4.5072
C: 0.5243 1.7098 -4.7643
C: 1.6322 2.2404 -5.6552
O: 1.0945 1.3066 -3.4727
H: -0.1245 3.5845 -3.9400
H: -1.3874 2.3174 -3.9755
H: -1.0140 3.0991 -5.4255
H: 0.0709 0.8462 -5.2556
H: 2.3387 1.4635 -5.9460
H: 2.1960 3.0350 -5.1536
H: 1.2042 2.7063 -6.5410
H: 1.5976 2.0754 -3.1830
C: 0.3711 3.5083 3.2662
C: 0.4052 3.1177 4.7280
C: 1.6740 3.7169 5.3524
O: -0.7384 3.7239 5.3369
H: 0.3065 4.5836 3.1077
H: -0.4463 3.0028 2.7441
H: 1.2655 3.1788 2.7275
H: 0.5012 2.0453 4.9042
H: 2.5619 3.2912 4.8798
H: 1.7406 3.4939 6.4233
H: 1.7017 4.8068 5.3055
H: -0.8843 3.2748 6.1751

***

[5]
C10H17N2 | ωB97M-V/def2-TZVPD

ΔE to the lowest compared entry with this formula, charge and spin (kcal per mole): 97.8
E_HOMO (eV): -10.40
SMILES: CC1=C(C)C2=C1N(C)CC[N@H+]2C
Electronic energy (a.u.): -500.3127
Net charge: +1

CARTESIAN COORDINATES (ANGSTROEM)
C: 2.0213 2.3147 -0.2970
C: 1.3709 1.0648 0.0587
C: 1.7585 -0.1977 0.2593
C: 3.0476 -0.8577 0.1703
C: 0.2241 -0.6130 0.4368
C: -0.1531 0.6584 0.2285
N: -1.3136 1.2539 0.1783
C: -1.4665 2.7074 0.1200
C: -2.3758 0.2563 0.1966
C: -2.0235 -1.0846 -0.2577
N: -0.8344 -1.6708 0.3965
C: -0.2266 -2.8607 -0.2487
H: 1.7721 2.5800 -1.3756
H: 3.1852 2.2193 -0.2182
H: 1.8315 3.0969 0.4452
H: 2.9841 -1.9394 0.3663
H: 3.7317 -0.2561 1.0621
H: 3.5485 -0.5735 -0.8075
H: -2.4390 2.9192 0.0718
H: -0.8566 3.0638 0.9207
H: -0.8425 2.8739 -0.8027
H: -3.1427 0.5955 -0.6078
H: -3.0079 0.2720 1.1378
H: -2.9724 -1.7503 -0.2539
H: -1.6045 -1.0539 -1.3131
H: -0.9760 -1.9256 1.3335
H: 0.1925 -2.5998 -1.2002
H: 0.5668 -3.1970 0.4366
H: -1.0546 -3.7069 -0.3051

***

| no. | maximum force (eV Å⁻¹) | molecular weight (g/mol) |
| --- | --- | --- |
| 1 | 7.1 | 60.0 |
| 2 | 5.9 | 224.1 |
| 3 | 1.4 | 430.7 |
| 4 | 5.7 | 779.9 |
| 5 | 6.2 | 165.3 |